# 1
Here is a cluster of 17 separate species, C81H110BCl8F8O5P in total in a non-equilibrium geometry from the OMol25 dataset. Energies are from wB97M-V/def2-TZVPD.

gap between HOMO and LUMO	8.0317	eV
HOMO energy	-7.88	eV
calculated total energy	-227900.2560	eV

```
! wB97M-V def2-TZVPD RIJCOSX def2/J DEFGRID3
* xyz 0 1
C -13.71851 -4.42923 -6.47368
C -14.80300 -4.88507 -7.45522
C -15.10882 -6.36974 -7.41111
C -13.83714 -7.20667 -7.57253
P -14.12504 -8.99070 -7.63085
C -15.05976 -9.47545 -9.16519
C -16.56773 -9.19330 -9.10307
C -17.51332 -10.20920 -9.70518
C -18.83960 -9.50842 -10.04001
C -12.45213 -9.77436 -7.61495
C -11.84946 -10.07954 -8.98972
C -11.44909 -8.80549 -9.73568
C -10.36693 -8.84258 -10.80217
C -15.01244 -9.43591 -6.10528
C -14.16489 -9.11530 -4.85246
C -14.97348 -9.30308 -3.55758
C -15.79668 -8.04865 -3.18051
H -12.75414 -4.85202 -6.75353
H -13.97953 -4.61098 -5.42587
H -13.58517 -3.34714 -6.47253
H -14.43329 -4.58820 -8.44153
H -15.74894 -4.36115 -7.29389
H -15.82869 -6.69767 -8.16594
H -15.58669 -6.62815 -6.45809
H -13.17474 -7.10292 -6.70681
H -13.28241 -6.83171 -8.43787
H -14.83344 -10.55049 -9.09403
H -14.58472 -9.08372 -10.06425
H -16.78027 -8.31991 -9.73359
H -16.90273 -8.92357 -8.10041
H -17.71964 -10.99014 -8.96690
H -17.05404 -10.73070 -10.54432
H -19.61762 -10.18649 -10.38811
H -18.72662 -8.74897 -10.81592
H -19.17465 -8.95545 -9.15842
H -12.56849 -10.68795 -7.02658
H -11.76880 -9.20888 -6.97108
H -12.58714 -10.65863 -9.54356
H -10.91716 -10.62290 -8.81130
H -11.19515 -7.99007 -9.05284
H -12.33115 -8.43285 -10.27907
H -9.41718 -9.15767 -10.34395
H -10.12261 -7.84580 -11.17281
H -10.45116 -9.53366 -11.64272
H -15.20065 -10.50955 -6.20951
H -16.00197 -8.97757 -6.05868
H -13.78888 -8.08991 -4.89408
H -13.27835 -9.75265 -4.83319
H -14.29264 -9.50677 -2.72967
H -15.66094 -10.14576 -3.64584
H -16.37069 -7.68578 -4.03462
H -15.17644 -7.23513 -2.79829
H -16.47026 -8.29314 -2.35685
B -14.74561 -12.65269 -7.89637
H -14.17593 -11.78938 -7.35599
H -14.78063 -13.58230 -7.19561
H -15.86672 -12.41160 -8.09603
H -14.19362 -12.89875 -8.89185
C -10.44044 -6.94220 -3.84734
Cl -10.47363 -6.60537 -5.58189
Cl -9.17859 -5.91125 -3.06804
Cl -12.00018 -6.62101 -3.09314
Cl -10.07265 -8.65467 -3.57068
C -18.80903 -8.29672 -14.03179
Cl -19.01070 -8.41457 -15.77492
Cl -17.18817 -7.63961 -13.68108
Cl -20.05428 -7.28296 -13.33125
Cl -18.86748 -9.89690 -13.30163
C -14.89438 -1.87277 -2.90129
C -15.69798 -3.14905 -2.98149
O -15.29180 -4.13253 -2.39979
C -16.86232 -3.24040 -3.92589
H -14.05705 -2.02764 -3.58484
H -14.53131 -1.62978 -1.90504
H -15.46168 -0.99684 -3.22052
H -17.53573 -4.03966 -3.63062
H -16.51308 -3.43513 -4.94113
H -17.37310 -2.27644 -3.88354
C -12.38975 -12.91723 -11.51707
C -11.07765 -12.34756 -11.98906
O -11.02798 -11.44885 -12.79841
C -9.83842 -12.93318 -11.35951
H -12.44072 -13.99503 -11.67484
H -13.25090 -12.39603 -11.93097
H -12.57003 -12.76940 -10.44510
H -9.91768 -12.79316 -10.27818
H -8.93066 -12.47933 -11.74785
H -9.80115 -14.01206 -11.52471
C -11.58089 -13.49336 -6.55395
C -11.55308 -14.75778 -5.73802
O -11.45018 -14.72355 -4.53196
C -11.45829 -16.05821 -6.54566
H -11.43643 -12.52945 -6.06768
H -12.51926 -13.41056 -7.11242
H -10.77931 -13.54750 -7.29930
H -12.42866 -16.17959 -7.02371
H -11.27076 -16.82865 -5.80091
H -10.59455 -15.92853 -7.19301
C -15.60757 -14.77484 -12.68505
C -15.78224 -13.45134 -11.97746
O -15.88155 -13.44690 -10.77954
C -15.95960 -12.24277 -12.86129
H -15.98499 -15.59936 -12.08900
H -14.52008 -14.85933 -12.81315
H -15.96885 -14.84281 -13.71196
H -14.99277 -11.90924 -13.24514
H -16.34240 -11.39897 -12.29121
H -16.65496 -12.53264 -13.64643
C -18.20687 -4.41714 -11.06832
C -18.38026 -4.75892 -9.58970
O -18.17705 -5.88777 -9.22059
C -18.73285 -3.62470 -8.64265
H -17.15279 -4.16755 -11.18920
H -18.85264 -3.57471 -11.32655
H -18.50861 -5.21577 -11.74203
H -18.78593 -4.03075 -7.63582
H -19.65401 -3.17054 -9.01102
H -17.99391 -2.82181 -8.68820
F -15.33222 -3.09871 2.97977
C -15.90265 -4.18783 2.43028
C -15.77295 -4.39973 1.05784
C -16.40712 -5.48592 0.47531
C -17.09371 -6.36431 1.31927
C -17.32214 -6.08971 2.65686
C -16.66809 -5.01550 3.21419
H -15.24466 -3.59672 0.55684
H -16.34826 -5.67544 -0.58668
H -17.60051 -7.21304 0.87280
H -17.99241 -6.73287 3.20914
H -16.72662 -4.81587 4.27910
F -15.19408 -6.40510 -10.89507
C -13.92042 -6.38499 -11.32481
C -13.09120 -5.35525 -10.92267
C -11.79427 -5.29075 -11.41516
C -11.36092 -6.19325 -12.37187
C -12.16831 -7.28520 -12.67167
C -13.40173 -7.44434 -12.07290
H -13.48321 -4.59163 -10.26245
H -11.19843 -4.43937 -11.11051
H -10.34956 -6.18650 -12.75419
H -11.72709 -8.04583 -13.30361
H -14.11114 -8.23765 -12.28384
F -17.15360 -10.03491 3.59730
C -16.47138 -10.42434 2.51663
C -15.10443 -10.62292 2.56442
C -14.38699 -10.97557 1.41653
C -15.05922 -11.13389 0.21550
C -16.44685 -11.02178 0.18361
C -17.14156 -10.70496 1.32811
H -14.62435 -10.46486 3.52319
H -13.31175 -11.07273 1.45255
H -14.52278 -11.34623 -0.69959
H -17.00985 -11.06536 -0.73956
H -18.21860 -10.57802 1.32681
F -15.23493 -1.57546 -6.68679
C -14.47487 -0.45862 -6.58910
C -13.18761 -0.54046 -7.09429
C -12.35063 0.56056 -6.89729
C -12.81018 1.71154 -6.27319
C -14.11469 1.77194 -5.80857
C -14.94367 0.66310 -5.91014
H -12.85545 -1.48072 -7.50870
H -11.33437 0.46966 -7.25777
H -12.12569 2.54413 -6.18818
H -14.54993 2.63803 -5.32853
H -15.96239 0.65842 -5.54699
F -9.59985 -2.75940 -5.78441
C -9.77771 -2.67526 -4.45027
C -11.01850 -2.83548 -3.86556
C -11.12754 -2.81166 -2.47364
C -10.01600 -2.60450 -1.65869
C -8.77360 -2.46554 -2.26432
C -8.67459 -2.46935 -3.64809
H -11.91091 -2.91595 -4.47441
H -12.11379 -2.79715 -2.02803
H -10.06116 -2.51409 -0.58252
H -7.88268 -2.25610 -1.68756
H -7.69328 -2.34805 -4.09120
F -18.55698 -5.50303 -5.43291
C -18.81227 -6.81339 -5.23680
C -19.47411 -7.18770 -4.08005
C -19.76237 -8.53109 -3.83165
C -19.45343 -9.45223 -4.81972
C -18.85368 -9.05530 -5.99692
C -18.54484 -7.73056 -6.22564
H -19.77745 -6.38305 -3.42005
H -20.08842 -8.80068 -2.83748
H -19.76131 -10.46276 -4.57453
H -18.68599 -9.75630 -6.80603
H -18.22470 -7.36578 -7.19612
F -6.38816 -11.57284 -9.61602
C -7.21023 -11.34827 -8.57981
C -7.51876 -12.35388 -7.66939
C -8.41834 -12.07522 -6.65312
C -8.92745 -10.80002 -6.43359
C -8.49689 -9.78023 -7.27158
C -7.63651 -10.06651 -8.32651
H -7.16895 -13.36377 -7.83996
H -8.74257 -12.93549 -6.08042
H -9.51021 -10.60867 -5.54386
H -8.86501 -8.77190 -7.12402
H -7.34431 -9.25245 -8.97897
F -9.77030 -6.02476 -8.75573
C -8.43809 -5.80610 -8.75816
C -7.96086 -4.82262 -7.91855
C -6.58878 -4.60398 -7.79613
C -5.73056 -5.39025 -8.53990
C -6.20986 -6.34955 -9.43644
C -7.56184 -6.59397 -9.49356
H -8.73426 -4.26419 -7.40374
H -6.18522 -3.79798 -7.20029
H -4.66655 -5.18790 -8.51653
H -5.49485 -6.92814 -10.00364
H -7.91772 -7.26506 -10.26830
*
```

***

# 2
Here is a structure of composition C22H45CeN2P3Se in a non-equilibrium geometry from the OMol25 dataset. Energies are from wB97M-V/def2-TZVPD.

gap between HOMO and LUMO (spin up / spin down)	5.7209 / 4.4688	eV
<S²>	0.77
HOMO energy (spin up / spin down)	-16.06 / -16.05	eV
calculated total energy	-132637.2254	eV

```
! wB97M-V def2-TZVPD RIJCOSX def2/J DEFGRID3
* xyz 3 2
Ce 0.16802 0.04476 -1.11325
P 0.76985 2.31239 0.54236
P 0.23488 -0.80869 1.78796
P -2.38757 0.57043 0.34092
H -1.64349 -1.10981 -8.08821
C -2.27674 -0.21580 -8.13091
C -1.76382 1.00229 -7.85782
H -0.67645 1.18020 -7.87883
C 2.54314 2.68381 0.32043
C 0.57014 2.81240 2.28540
C -0.06031 3.69901 -0.34886
C -0.17477 -2.59170 2.08076
C 1.92606 -0.81427 2.53618
C -0.67558 -0.19782 3.28252
C -3.39633 1.10216 -1.12256
C -2.90163 1.87732 1.52195
C -3.48983 -0.77231 0.93293
H -3.33374 -0.38920 -8.42216
H -2.40616 1.86327 -7.62192
H 2.92075 2.43438 -0.68140
H 3.13819 2.12376 1.05419
H 2.67780 3.75815 0.50179
H 1.18830 2.18327 2.93831
H -0.47705 2.77218 2.60852
H 0.91803 3.84990 2.36546
H 0.07196 3.61132 -1.43847
H 0.41110 4.63372 -0.01163
H -1.13922 3.75072 -0.13362
H 0.13781 -2.84438 3.10267
H 0.34179 -3.24526 1.36879
H -1.25079 -2.76913 1.96882
H 1.83826 -1.25660 3.53678
H 2.34286 0.19686 2.61538
H 2.62349 -1.41083 1.93709
H -0.27963 -0.75076 4.14440
H -1.75520 -0.37197 3.21528
H -0.51664 0.86967 3.45673
H -4.43067 1.24979 -0.78963
H -3.35579 0.33901 -1.90769
H -2.99608 2.04115 -1.52258
H -3.99564 1.95253 1.45393
H -2.44902 2.84608 1.27778
H -2.61952 1.60293 2.54536
H -4.50326 -0.34971 1.00170
H -3.17809 -1.14830 1.91474
H -3.48019 -1.60790 0.21733
C -1.73576 -2.24646 -3.24849
C -1.09234 -1.43533 -4.20161
C -1.71575 -1.22550 -5.43387
C -2.82063 -1.99905 -5.81378
C -3.34559 -2.96669 -4.92845
C -2.81739 -3.05782 -3.64415
Se -1.34964 -2.28581 -1.39901
H -0.95785 0.78454 -2.38227
H -0.15245 -0.92799 -3.96413
H -1.34716 -0.45242 -6.10923
H -3.25716 -1.84108 -6.80012
H -4.15890 -3.62499 -5.22495
H -3.25061 -3.71593 -2.89906
C 4.85164 -3.52972 -0.59906
C 4.02853 -2.40291 -1.07229
C 4.33314 -1.35407 -1.94960
C 3.19305 -0.54715 -2.03261
N 2.22753 -1.06882 -1.21734
N 2.77301 -2.20049 -0.65606
C 2.98563 0.69658 -2.83503
H 4.33731 -4.49681 -0.68805
H 5.76830 -3.56779 -1.20086
H 5.15617 -3.41373 0.45184
H 5.28591 -1.17916 -2.43741
H 2.22158 -2.83120 -0.07012
H 3.82011 1.39030 -2.61136
H 3.01903 0.45492 -3.91944
H 2.02575 1.24326 -2.63997
*
```

***

# 3
Here is a cluster of 5 separate species, H10O5 in total in a non-equilibrium geometry from the OMol25 dataset. Energies are from wB97M-V/def2-TZVPD.

gap between HOMO and LUMO	11.0671	eV
SMILES	O.O.O.O.O
HOMO energy	-10.64	eV
calculated total energy	-10399.7011	eV

```
! wB97M-V def2-TZVPD RIJCOSX def2/J DEFGRID3
* xyz 0 1
O -0.50800 1.78267 2.13033
H -0.54000 2.49667 2.76333
H -1.18800 1.92467 1.50133
O 0.66100 -2.57433 -1.81167
H 0.40200 -1.68033 -1.51067
H 1.53800 -2.48933 -2.10367
O 0.24700 -0.13233 -1.21267
H 1.15100 -0.15633 -0.85267
H -0.26500 0.43267 -0.65167
O 2.17100 -1.07633 0.57333
H 2.57700 -1.16733 1.42133
H 1.54000 -1.78533 0.50833
O -2.29100 1.53567 -0.00267
H -3.05500 2.05067 -0.16267
H -2.44000 0.83867 -0.58967
*
```

***

# 4
Here is a structure of composition C22H26BrN5OPd from the OMol25 dataset. Energies are from wB97M-V/def2-TZVPD.

gap between HOMO and LUMO	5.8469	eV
HOMO energy	-5.67	eV
calculated total energy	-106255.3918	eV

```
! wB97M-V def2-TZVPD RIJCOSX def2/J DEFGRID3
* xyz 0 1
Pd 0.87853 -0.77810 -0.19099
Br -5.29771 -1.96201 3.98893
C -3.93078 -1.94715 2.66649
C -4.20335 -2.40642 1.37900
C -3.21815 -2.36163 0.42470
C -1.89589 -1.88074 0.67527
O -1.08404 -1.78630 -0.31195
C -1.63207 -1.48457 2.03241
C -0.35890 -0.99060 2.53142
N 0.79741 -1.32185 2.09065
C 1.93936 -0.77285 2.66928
C 2.10812 -0.67430 4.03345
C 3.27451 -0.11857 4.58778
C 4.27696 0.34669 3.78738
C 4.16398 0.24186 2.38205
C 5.17752 0.70542 1.51225
C 5.03196 0.55083 0.16439
C 3.87333 -0.07842 -0.32221
N 2.89352 -0.49326 0.45207
C 3.00793 -0.33693 1.80724
C -2.67405 -1.48815 2.97214
H -5.18638 -2.78997 1.13667
H -3.41824 -2.72462 -0.57787
H -0.43816 -0.25621 3.34639
H 1.33139 -1.04652 4.68842
H 3.36467 -0.05557 5.66490
H 5.16992 0.79253 4.20832
H 6.06129 1.16995 1.93283
H 5.79198 0.87944 -0.53128
H 3.76370 -0.27498 -1.38127
H -2.46634 -1.13528 3.97630
N -2.27766 -0.31617 -2.24130
C -2.40320 0.88365 -3.14823
C -1.26518 0.88451 -4.16963
C 0.10103 0.78727 -3.47010
N 0.29747 -0.62316 -3.09542
C 0.21729 1.80076 -2.30654
C -1.02885 2.18050 -1.47632
N -1.28286 1.30366 -0.32509
C -2.30960 2.16778 -2.32451
H -1.41004 -0.86192 -2.49958
H -3.08925 -0.92251 -2.22873
H -2.05910 0.01020 -1.25574
H -3.36787 0.82496 -3.65187
H -1.34004 1.80764 -4.74854
H -1.36544 0.05285 -4.87085
H 0.86828 1.08426 -4.19206
H 0.86226 -0.78358 -2.21654
H 0.73188 -1.13475 -3.85353
H 0.55731 2.73328 -2.76462
H 1.00864 1.46986 -1.62416
H -0.85482 3.20654 -1.13702
H -1.75379 1.80276 0.41936
H -0.43776 0.83565 0.06856
H -2.32718 3.01080 -3.01850
H -3.17353 2.27342 -1.66421
*
```